Formula: C49H66Br2FN11O4PS
Source: the Open Molecules 2025 dataset
Level of theory: ωB97M-V with the def2-TZVPD basis set

Last column: Löwdin charge in e.
Atoms and positions in Å:
C: 4.8725 0.2424 0.1881  0.0562
C: 3.4591 0.6272 -0.0684  -0.2467
N: 2.3024 0.5528 0.8951  -0.4365
S: 3.1428 0.0546 2.3856  0.7177
C: 1.3986 1.7922 1.0817  -0.1954
F: 1.8655 2.2191 2.4542  -0.1092
C: 1.3625 2.8836 -0.1265  -0.0257
C: 0.6267 4.3042 0.1739  -0.2989
O: 0.3032 4.5924 1.5754  -0.1092
C: -0.6811 4.4657 -0.8576  -0.1819
N: -1.7611 5.1515 0.0057  -0.0419
C: -0.0081 0.9922 1.5045  -0.1361
C: -1.3439 1.8573 1.8627  -0.1411
C: -1.2784 2.4494 3.4212  -0.6688
C: -2.4553 3.6004 3.6944  -0.1511
Br: -1.5441 1.0423 4.8232  0.6519
C: -0.1485 -0.4459 0.6896  -0.3456
C: -0.9266 -0.0646 -0.7124  -0.0940
C: -2.4659 -0.6225 -0.8153  -0.1320
C: -2.9411 -2.1931 -0.6888  -0.0188
C: -4.5123 -2.6986 -0.7519  -0.0030
C: -5.6893 -1.5341 -0.9600  -0.1681
C: -7.2908 -1.9711 -0.9802  -0.1066
C: -5.2995 0.0507 -1.1466  -0.0422
C: -3.6951 0.4815 -1.0725  -0.0274
N: -0.5253 -1.6968 1.4479  -0.0134
C: -1.5523 -1.4936 2.3345  -0.0420
O: -2.7888 -1.4322 2.9036  -0.0154
C: 1.4946 -0.6925 0.4874  -0.5315
Br: 1.9579 -1.9194 2.0511  0.8543
P: 2.0902 -1.7513 -0.9838  0.7299
N: 0.9813 -2.9645 -1.1453  -0.1815
O: 3.6168 -2.6008 -0.6616  -0.3081
O: 2.0889 -0.9227 -2.5307  -0.2208
H: 5.3871 -0.7710 -0.0901  0.1094
H: 5.5601 1.0341 0.7585  0.1088
H: 3.2231 1.0612 -1.1553  0.1522
H: 4.1010 1.0118 2.7542  -0.0332
H: 0.7698 2.3741 -1.0292  0.1340
H: 2.4301 3.1484 -0.5911  0.1448
H: 1.3657 5.1769 -0.1719  0.1591
H: 0.1931 5.5872 1.7375  0.1380
H: -0.4298 5.1145 -1.8040  0.1307
H: -1.1521 3.4074 -1.1326  0.1019
H: -2.7030 4.7385 -0.1856  0.0783
H: -1.7462 6.1845 -0.1410  0.0836
H: 0.3129 0.5919 2.5826  0.1215
H: -2.3263 1.1825 1.8359  0.1347
H: -1.5639 2.7722 1.1695  0.1015
H: -0.2603 2.9831 3.6619  0.0961
H: -1.9547 4.6540 3.4407  0.0912
H: -3.4303 3.4181 3.0727  0.0942
H: -2.6382 3.6296 4.8700  0.0541
H: -1.0014 1.1234 -0.8047  0.0974
H: -0.3708 -0.4166 -1.6871  0.1144
H: -2.1232 -3.0276 -0.5413  0.0873
H: -4.7961 -3.8512 -0.6241  0.0906
H: -7.4288 -2.7645 -0.1027  0.0863
H: -7.8814 -1.0034 -0.6065  0.0852
H: -7.6592 -2.3612 -2.0201  0.0876
H: -6.1218 0.8951 -1.3306  0.1027
H: -3.3865 1.6059 -1.2039  0.0710
H: 1.4491 -3.8939 -1.0324  0.0012
H: 3.3719 -3.4240 -0.1073  0.0961
H: 2.3894 -1.6297 -3.1855  0.0942
N: -10.5247 -0.4725 -2.8932  -0.0097
C: -11.4218 -0.5226 -1.8582  -0.1474
C: -12.2970 -1.5571 -2.1031  -0.1116
C: -11.9105 -2.1557 -3.3261  -0.1125
C: -10.8117 -1.4680 -3.7905  -0.1499
H: -9.7686 0.1941 -2.9807  0.1389
H: -11.3617 0.1813 -1.0389  0.1040
H: -13.1237 -1.8498 -1.4689  0.0935
H: -12.3824 -2.9982 -3.8149  0.0934
H: -10.2120 -1.6007 -4.6811  0.1034
N: -5.8670 -3.9548 2.7645  0.0049
C: -6.7640 -4.0048 3.7996  -0.1377
C: -7.6393 -5.0393 3.5546  -0.1101
C: -7.2528 -5.6380 2.3317  -0.1108
C: -6.1540 -4.9503 1.8672  -0.1608
H: -5.1109 -3.2882 2.6770  0.1316
H: -6.7040 -3.3010 4.6188  0.1066
H: -8.4660 -5.3320 4.1888  0.0941
H: -7.7247 -6.4805 1.8428  0.0939
H: -5.5543 -5.0830 0.9766  0.0810
N: -5.0551 1.5434 -4.5421  -0.0005
C: -4.1102 2.4721 -4.8931  -0.1539
C: -4.6922 3.3617 -5.7683  -0.1159
C: -6.0372 2.9587 -5.9469  -0.1109
C: -6.2350 1.8352 -5.1758  -0.1415
H: -4.9056 0.7651 -3.9132  0.1187
H: -3.1068 2.4196 -4.4924  0.0961
H: -4.2015 4.2100 -6.2276  0.0915
H: -6.7816 3.4371 -6.5702  0.0947
H: -7.1115 1.2193 -5.0253  0.1009
N: 6.9490 -3.7496 -4.4548  0.0073
C: 6.5950 -3.4319 -3.1694  -0.1360
C: 5.2201 -3.3919 -3.1041  -0.1186
C: 4.7275 -3.7023 -4.3941  -0.1137
C: 5.8166 -3.9215 -5.2076  -0.1290
H: 7.8974 -3.8435 -4.7945  0.1508
H: 7.3498 -3.2603 -2.4137  0.0888
H: 4.6352 -3.1650 -2.2222  0.0422
H: 3.6900 -3.7603 -4.6969  0.0897
H: 5.8825 -4.1831 -6.2553  0.1122
N: 10.0805 -2.6126 -1.6494  -0.0080
C: 9.7370 -2.4984 -0.3275  -0.1516
C: 10.6967 -3.1448 0.4190  -0.1046
C: 11.6559 -3.6620 -0.4842  -0.1128
C: 11.2521 -3.3161 -1.7543  -0.1588
H: 9.5526 -2.2359 -2.4260  0.1334
H: 8.8406 -1.9698 -0.0321  0.0950
H: 10.7057 -3.2332 1.4977  0.0948
H: 12.5458 -4.2254 -0.2348  0.1031
H: 11.6963 -3.5111 -2.7213  0.1117
N: -3.2706 4.4867 8.0378  -0.0059
C: -2.9808 5.2105 9.1651  -0.1410
C: -3.7196 6.3719 9.1269  -0.1125
C: -4.4864 6.3449 7.9376  -0.1142
C: -4.1918 5.1683 7.2858  -0.1546
H: -2.8684 3.5897 7.7987  0.1399
H: -2.2743 4.8388 9.8952  0.1060
H: -3.7085 7.1535 9.8754  0.0935
H: -5.1795 7.1019 7.5939  0.0922
H: -4.5569 4.7594 6.3532  0.0972
N: 14.6393 -0.2910 -2.0711  -0.0036
C: 15.7824 0.1493 -1.4563  -0.1438
C: 15.6936 -0.1635 -0.1182  -0.1153
C: 14.4559 -0.8209 0.0798  -0.1128
C: 13.8267 -0.8887 -1.1431  -0.1417
H: 14.4287 -0.1914 -3.0557  0.1462
H: 16.5584 0.6476 -2.0218  0.1056
H: 16.4401 0.0568 0.6337  0.0919
H: 14.0658 -1.2042 1.0139  0.0902
H: 12.8724 -1.3087 -1.4313  0.0807

LUMO level in Eh: -0.19416
Maximum force in eV/Å: 11.4
HOMO energy in eV: -9.27
Total charge: +1
DFT total energy in eV: -239356.874

---

Formula: C49H66Br2GeN5OP3Ru
Source: the Open Molecules 2025 dataset
Level of theory: ωB97M-V with the def2-TZVPD basis set

Last column: Löwdin charge in e.
Atoms and positions in Å:
Ru: 0.0568 -0.3347 -0.0803  0.7248
C: -3.0004 -3.6539 2.4006  -0.0742
C: -2.3269 -2.3092 2.1303  -0.4996
C: -3.2218 -1.1508 2.5671  -0.0945
P: -1.6341 -2.0318 0.4079  1.0131
C: -0.8594 -3.6878 0.1427  -0.3974
N: 0.0175 -3.7596 -0.9867  -0.1612
Ge: 0.7831 -2.0306 -1.6954  0.9530
N: 2.7872 -1.8343 -1.8309  -0.1664
C: 3.4581 -0.8342 -1.0523  -0.3979
P: 2.4632 -0.2208 0.3877  1.0215
C: 3.0473 -1.3943 1.7229  -0.5173
C: 2.6469 -2.8025 1.2897  -0.1097
C: 4.5242 -1.3468 2.0954  -0.0789
C: 3.2232 1.4671 0.7182  -0.5032
C: 4.7249 1.6228 0.4778  -0.0793
C: 2.8656 1.9112 2.1366  -0.0927
C: 3.4872 -2.4083 -2.8477  -0.2390
C: 4.8029 -2.0810 -3.2142  -0.0191
C: 5.3788 -2.6483 -4.3296  -0.0702
C: 4.6683 -3.5405 -5.1217  -0.0646
C: 3.3834 -3.9066 -4.7567  -0.0070
C: 2.8152 -3.3837 -3.6087  -0.1738
N: 1.5543 -3.7936 -3.0820  -0.0661
C: 1.6172 -4.9390 -2.2448  -0.1795
C: 2.4727 -6.0084 -2.4323  -0.0042
C: 2.3509 -7.1273 -1.6270  -0.0656
C: 1.3728 -7.1707 -0.6391  -0.0702
C: 0.5505 -6.0891 -0.4106  -0.0167
C: 0.6833 -4.9287 -1.1876  -0.2410
C: 0.5612 -3.9048 -4.0979  -0.1792
C: 0.3200 -5.0652 -4.8102  -0.0071
C: -0.5544 -5.0393 -5.8836  -0.0663
C: -1.1723 -3.8467 -6.2422  -0.0711
C: -0.9775 -2.6973 -5.5047  -0.0175
C: -0.1363 -2.7146 -4.3802  -0.2331
N: 0.0445 -1.6838 -3.5028  -0.1740
C: -0.6558 -0.4631 -3.7891  -0.4107
P: -0.3834 0.9184 -2.5834  1.0269
C: 1.3979 1.4630 -2.9225  -0.5388
C: 1.5961 2.9705 -2.7555  -0.1025
C: 2.0150 0.9654 -4.2296  -0.0818
C: -1.4458 2.2216 -3.4540  -0.5210
C: -1.0942 2.4902 -4.9159  -0.0874
C: -2.9330 1.8807 -3.3671  -0.1106
C: -2.9878 -1.9840 -0.8754  -0.5130
C: -3.6472 -0.6106 -0.7919  -0.1279
C: -4.0303 -3.0917 -0.8567  -0.0807
H: -3.4033 -3.6200 3.4129  0.0957
H: -2.2906 -4.4761 2.3637  0.0781
H: -3.8239 -3.8677 1.7278  0.0665
H: -1.4159 -2.2957 2.7367  0.0557
H: -4.2379 -1.2815 2.2033  0.0823
H: -2.8413 -0.1934 2.2091  0.0556
H: -3.2672 -1.1109 3.6538  0.0909
H: -1.6764 -4.4102 0.0240  0.0958
H: -0.3230 -3.9313 1.0724  0.0931
H: 3.7209 0.0263 -1.6848  0.0810
H: 4.3907 -1.2433 -0.6417  0.0926
H: 2.4666 -1.1363 2.6117  0.0634
H: 3.2497 -3.1511 0.4522  0.0892
H: 1.5953 -2.8095 1.0050  0.0229
H: 2.7767 -3.4993 2.1136  0.0923
H: 5.1829 -1.4165 1.2341  0.0778
H: 4.7335 -2.2015 2.7348  0.0945
H: 4.7750 -0.4543 2.6599  0.0663
H: 2.6945 2.1247 0.0098  0.0913
H: 5.3091 1.0826 1.2148  0.0704
H: 4.9698 2.6793 0.5732  0.0940
H: 5.0317 1.3033 -0.5137  0.0718
H: 3.3434 1.2760 2.8784  0.0777
H: 1.7893 1.8820 2.2991  0.0471
H: 3.2054 2.9311 2.3047  0.0953
H: 5.3770 -1.3817 -2.6297  0.0985
H: 6.3916 -2.3901 -4.5934  0.1107
H: 5.1204 -3.9650 -6.0030  0.1089
H: 2.8362 -4.6176 -5.3556  0.1196
H: 3.2112 -5.9833 -3.2185  0.1187
H: 2.9944 -7.9758 -1.7877  0.1082
H: 1.2603 -8.0579 -0.0358  0.1103
H: -0.1890 -6.1452 0.3711  0.0995
H: 0.8329 -5.9772 -4.5430  0.1217
H: -0.7338 -5.9369 -6.4520  0.1082
H: -1.8249 -3.8200 -7.1023  0.1109
H: -1.4801 -1.7935 -5.8084  0.0988
H: -1.7444 -0.6363 -3.7789  0.0856
H: -0.3781 -0.1108 -4.7902  0.0878
H: 1.9382 0.9775 -2.0952  0.0262
H: 1.0774 3.5418 -3.5181  0.0699
H: 2.6550 3.2061 -2.8416  0.0914
H: 1.2606 3.3153 -1.7799  0.0554
H: 1.5329 1.4020 -5.0992  0.0740
H: 1.9744 -0.1211 -4.3092  0.0684
H: 3.0631 1.2628 -4.2609  0.0920
H: -1.2770 3.1465 -2.8879  0.0931
H: -1.2622 1.6220 -5.5456  0.0810
H: -0.0721 2.8264 -5.0479  0.0572
H: -1.7469 3.2798 -5.2813  0.0962
H: -3.1798 1.0343 -4.0031  0.0802
H: -3.5124 2.7320 -3.7172  0.0938
H: -3.2487 1.6616 -2.3522  0.0367
H: -2.4198 -2.0504 -1.8186  0.0956
H: -4.3167 -0.5489 0.0625  0.0733
H: -4.2329 -0.4083 -1.6850  0.0868
H: -2.8747 0.1597 -0.6812  0.0163
H: -4.6770 -3.0096 0.0119  0.0732
H: -3.5814 -4.0813 -0.8799  0.0773
H: -4.6604 -2.9973 -1.7393  0.0955
C: -1.3869 2.9415 -0.1725  -0.0404
C: -1.1463 2.5908 1.2505  -0.2823
C: -1.4338 3.5442 2.2430  0.0348
C: -1.2400 3.2502 3.5636  0.0179
C: -0.7512 1.9804 3.9110  -0.1706
C: -0.5152 1.5722 5.2501  -0.5508
Br: -0.8537 2.7655 6.6869  0.9120
C: -0.0542 0.3029 5.5323  -0.1250
C: 0.1874 -0.5821 4.4973  -0.5321
Br: 0.7602 -2.3522 4.8305  0.9197
C: 0.0198 -0.2387 3.1335  -0.4210
O: 0.2822 -1.0517 2.2030  -0.2116
C: -0.4797 1.0803 2.8500  -0.1731
N: -0.6707 1.3878 1.5430  0.1062
H: -1.6959 3.9769 -0.2742  0.1023
H: -2.1681 2.3022 -0.5854  0.0604
H: -0.4727 2.7720 -0.7449  0.0256
H: -1.8044 4.5113 1.9473  0.1294
H: -1.4595 3.9708 4.3342  0.0932
H: 0.1058 0.0004 6.5560  0.1160

LUMO level (spin up / spin down) in Eh: -0.21718 / -0.29494
Energy above the lowest of the compared OMol25 structures with the same formula, charge and spin in eV: 1.6163
Multiplicity: 5
Maximum force in eV/Å: 3.5
HOMO energy (spin up / spin down) in eV: -11.39 / -11.34
Total charge: +2
DFT total energy in eV: -288420.317